Entry 1:
Computed, not measured: a cluster of 6 separate species, C70H155F6N2P5 in total at a distorted geometry, with ωB97M-V/def2-TZVPD.

Geometry as XYZ:
```
238
Properties=species:S:1:pos:R:3:forces:R:3:lowdin_spin:R:1
C 2.06037 -3.09653 -2.06755 1.0 -0.9 -0.7 0.04
C 2.90996 -3.43301 -3.39037 -1.4 1.4 1.3 0.03
N 3.03864 -2.24083 -4.23689 0.1 -0.2 -1.2 0.09
C 3.65501 -2.26919 -5.47852 -0.1 3.4 -1.2 0.02
C 3.70036 -0.89717 -5.93104 0.7 -4.5 0.1 0.00
N 3.16842 -0.12697 -4.96897 -0.4 -2.2 0.4 0.06
C 2.75777 -0.96306 -3.95385 0.0 1.9 1.1 0.20
C 2.99608 1.26820 -5.11774 -0.4 1.3 0.7 0.02
H 1.90809 -4.03363 -1.53205 0.0 -0.2 -0.1 0.01
H 1.06994 -2.66170 -2.20193 0.1 0.1 -0.6 0.00
H 2.60678 -2.46626 -1.36590 0.2 0.2 -0.3 0.05
H 2.41461 -4.21905 -3.96034 0.0 0.1 -0.1 0.00
H 3.92893 -3.74953 -3.16762 0.0 -0.1 0.4 0.02
H 3.87761 -3.18596 -6.00424 0.2 0.2 0.2 0.01
H 4.10443 -0.53380 -6.86436 -0.1 0.1 0.2 0.00
H 2.28390 -0.55949 -3.07125 0.0 -0.3 -0.1 0.06
H 3.94291 1.79346 -4.99237 0.2 0.0 -0.2 0.02
H 2.33627 1.63161 -4.32991 -0.1 -0.1 -0.1 0.01
H 2.55105 1.49772 -6.08592 0.1 0.0 0.1 0.00
C -4.37039 3.21750 -1.23429 -1.7 0.0 -0.7 0.00
C -5.23948 4.10437 -2.20020 0.3 -0.1 1.9 0.00
C -4.42169 5.01139 -3.13359 -1.2 -1.2 -0.3 0.00
C -4.23426 4.20340 -4.39668 1.4 -0.2 -1.4 0.00
P -3.11721 4.93139 -5.67665 -1.6 1.4 1.0 0.00
C -1.52371 5.37852 -4.95402 0.0 0.3 -0.3 0.00
C -0.65574 4.19091 -4.56054 -0.4 -0.7 0.1 0.00
C 0.74567 4.51448 -4.04227 -1.4 0.2 0.2 0.00
C 1.55161 5.11119 -5.15399 1.4 -0.1 0.5 0.00
C -2.90210 3.71853 -6.99216 0.3 0.6 -0.4 0.00
C -4.06005 3.63808 -8.01040 0.8 -0.2 1.2 0.00
C -3.89843 4.47990 -9.23511 0.4 0.3 0.3 0.00
C -5.17735 4.37470 -10.02678 0.3 -0.1 -0.6 0.00
C -3.83595 6.59693 -6.20037 0.5 -1.0 -1.1 0.00
C -5.29947 6.65410 -6.68584 0.7 -0.4 -0.1 0.00
C -5.69496 8.02811 -7.18982 -1.4 0.2 -0.3 0.00
C -7.04209 7.98618 -7.97594 0.4 0.1 0.2 0.00
H -5.03150 2.44836 -0.83496 -0.3 -0.1 0.2 0.00
H -4.04326 3.75921 -0.34679 0.7 0.1 -0.4 0.00
H -3.66881 2.62370 -1.82018 0.7 0.5 0.3 0.00
H -5.90025 4.74037 -1.61116 0.1 0.1 0.3 0.00
H -5.95629 3.42485 -2.66122 0.3 0.1 -0.8 0.00
H -3.45791 5.24094 -2.67912 -0.2 0.4 0.0 0.00
H -5.06022 5.86456 -3.36264 0.5 0.4 0.1 0.00
H -5.17067 3.91099 -4.87180 -0.1 0.2 -0.1 0.00
H -3.72090 3.26282 -4.19703 0.1 -0.3 0.3 0.00
H -1.71739 6.09884 -4.15922 0.0 -0.1 0.2 0.00
H -1.10344 5.97189 -5.76605 0.4 0.1 -0.1 0.00
H -0.59762 3.55343 -5.44278 0.2 -0.3 0.1 0.00
H -1.19947 3.63838 -3.79428 0.0 -0.3 0.0 0.00
H 1.24085 3.62009 -3.66416 -0.2 -0.1 -0.1 0.00
H 0.55345 5.13595 -3.16767 0.5 0.5 0.0 0.00
H 2.44295 5.58616 -4.74410 0.0 0.4 -0.1 0.00
H 1.01274 5.81376 -5.78970 0.2 -0.2 0.0 0.00
H 1.97972 4.25963 -5.68283 -0.3 0.2 -0.7 0.00
H -2.71578 2.77790 -6.47389 0.1 -0.1 0.0 0.00
H -2.00579 4.03213 -7.52730 0.4 -0.2 0.1 0.00
H -4.91376 4.01336 -7.44610 -0.7 -0.8 -0.4 0.00
H -4.09444 2.60465 -8.35528 -0.7 -0.1 0.4 0.00
H -3.03408 4.12099 -9.79385 0.0 0.0 -0.2 0.00
H -3.63268 5.49404 -8.93678 -0.3 0.3 -0.1 0.00
H -5.15967 5.11028 -10.83096 -0.5 -0.1 0.0 0.00
H -6.05537 4.42943 -9.38322 -0.1 0.5 -0.1 0.00
H -5.22431 3.37872 -10.46714 0.0 0.0 -0.2 0.00
H -3.21321 6.83687 -7.06220 0.2 0.1 -0.2 0.00
H -3.57998 7.39058 -5.49845 -0.1 -0.3 0.5 0.00
H -5.93840 6.38283 -5.84544 -0.3 -0.1 -0.1 0.00
H -5.46312 5.95480 -7.50577 0.1 -0.3 0.2 0.00
H -5.03353 8.52347 -7.90061 0.7 -0.2 0.5 0.00
H -5.80131 8.59836 -6.26700 0.0 0.7 -0.3 0.00
H -6.95144 7.52934 -8.96142 0.4 -0.6 0.1 0.00
H -7.36441 8.98313 -8.27647 -0.2 0.1 0.7 0.00
H -7.80760 7.44360 -7.42123 -0.2 0.3 0.0 0.00
C -0.20190 -4.13934 9.60818 0.0 0.6 -0.5 0.00
C -0.13728 -5.25415 8.59389 1.0 -0.2 0.7 0.00
C 1.22502 -5.13991 7.80512 -0.7 -0.8 -0.6 0.00
C 1.06026 -4.50170 6.38415 0.2 0.3 1.2 0.00
P 2.44430 -4.70958 5.21101 -2.8 -1.3 -0.3 0.00
C 3.81815 -3.62928 5.59860 -0.4 0.2 0.0 0.00
C 3.97066 -3.33728 7.08952 1.8 0.4 0.2 0.00
C 5.34983 -2.54756 7.34433 -1.7 -0.4 -0.7 0.00
C 5.58590 -2.18210 8.79678 0.3 0.2 0.7 0.00
C 1.70321 -4.36485 3.53453 1.0 1.0 -0.1 0.01
C 1.48896 -2.86449 3.19139 -0.7 -0.2 0.4 0.01
C 0.64813 -2.66654 1.92668 1.3 0.3 -0.5 0.01
C 0.80189 -1.25093 1.39513 0.6 1.2 0.2 0.02
C 2.83969 -6.47140 5.25889 0.7 -0.6 0.2 0.00
C 1.63724 -7.41266 5.06564 -1.1 0.1 -0.4 0.00
C 1.89290 -8.94667 4.90518 1.2 0.6 0.3 0.00
C 2.71362 -9.29468 3.67720 0.0 -0.6 -0.1 0.00
H 0.71693 -4.15805 10.19427 -0.1 0.1 0.2 0.00
H -1.06296 -4.20883 10.27290 0.0 0.2 -0.1 0.00
H -0.20514 -3.21755 9.02647 -0.2 0.5 0.5 0.00
H -1.03493 -5.33099 7.98036 0.2 0.3 -0.4 0.00
H -0.17126 -6.15183 9.21123 0.4 -0.5 -0.4 0.00
H 1.56308 -6.16591 7.65976 0.1 -0.1 -0.1 0.00
H 2.02808 -4.66501 8.36875 -0.4 0.2 0.2 0.00
H 0.94265 -3.41906 6.43082 -0.2 0.2 0.3 0.00
H 0.09839 -4.89189 6.05154 0.3 -0.1 -0.8 0.00
H 3.53759 -2.67712 5.14827 0.4 0.0 -0.5 0.00
H 4.71225 -4.05551 5.14361 0.1 0.2 -0.1 0.00
H 3.99754 -4.27287 7.64814 -0.1 0.1 0.2 0.00
H 3.11398 -2.72439 7.36987 0.1 -0.1 0.5 0.00
H 5.30539 -1.66050 6.71248 -0.1 0.4 0.1 0.00
H 6.14793 -3.11108 6.86102 0.2 -0.4 0.5 0.00
H 5.50263 -3.01978 9.48921 0.0 -0.3 -0.2 0.00
H 4.92425 -1.41894 9.20656 -0.5 0.0 -0.4 0.00
H 6.56661 -1.74631 8.98752 0.2 -0.2 -0.4 0.00
H 0.78047 -4.87661 3.26111 0.1 -0.5 0.7 0.00
H 2.47526 -4.72544 2.85481 0.0 -0.2 -0.3 0.01
H 2.45016 -2.36322 3.07771 0.0 0.1 0.1 0.00
H 0.87563 -2.35915 3.93741 0.4 0.1 0.7 0.00
H -0.38060 -2.97785 2.10808 0.0 -0.1 -0.2 0.00
H 1.15076 -3.22699 1.13842 -0.5 -0.7 -0.1 0.01
H 1.85834 -0.98628 1.35078 0.5 -0.6 -0.5 0.02
H 0.52826 -0.40115 2.02051 -1.0 -0.3 0.4 0.00
H 0.43724 -1.07508 0.38309 -0.3 -0.2 0.0 0.00
H 3.28737 -6.74705 6.21372 0.2 0.4 0.3 0.00
H 3.65539 -6.59102 4.54585 -0.1 -0.3 -0.3 0.00
H 1.04159 -7.02345 4.23992 0.2 -0.3 -0.7 0.00
H 0.92236 -7.20314 5.86136 0.2 -0.4 0.5 0.00
H 0.99970 -9.56955 4.95350 -0.3 0.5 0.0 0.00
H 2.53578 -9.32128 5.70171 -0.3 0.4 0.6 0.00
H 3.63351 -8.71134 3.63709 -0.2 0.4 -0.4 0.00
H 2.11286 -9.28498 2.76775 0.3 0.4 -0.2 0.00
H 3.10584 -10.30628 3.78167 -0.3 -0.2 0.0 0.00
C 6.66239 1.96784 7.59704 0.3 0.8 -0.2 0.00
C 5.42336 2.09397 6.78665 -1.6 0.3 -1.4 0.00
C 5.59308 2.95559 5.49843 -0.8 -0.6 0.4 0.00
C 4.31242 3.07566 4.60753 0.1 -0.4 -0.6 0.00
P 4.50029 2.73134 2.78684 0.5 -1.3 0.2 0.00
C 5.22363 4.17840 1.95752 0.0 0.8 0.5 0.00
C 6.34800 4.98222 2.74491 -0.6 -2.1 -1.9 0.00
C 7.78056 4.59741 2.25408 -2.7 0.0 -0.2 0.00
C 8.63502 5.50676 3.00659 3.0 0.3 -0.1 0.00
C 2.84633 2.18012 2.07474 0.9 0.7 0.4 0.02
C 1.77242 3.27232 1.88368 0.5 -0.6 1.4 0.00
C 1.68522 3.70037 0.44848 -1.1 0.7 0.3 0.01
C 0.77473 2.80638 -0.33888 -0.5 -0.3 -0.1 0.01
C 5.54616 1.16605 2.61672 -0.1 1.1 0.8 0.02
C 5.12351 0.03286 3.58217 -0.9 0.2 -1.1 0.01
C 5.59446 -1.28290 3.08123 2.2 -1.9 -0.3 0.02
C 7.01537 -1.62380 3.62464 -0.1 0.2 -0.4 0.00
H 7.00830 2.92875 7.97799 -0.4 0.0 0.7 0.00
H 7.48429 1.76276 6.91110 0.1 -1.0 0.2 0.00
H 6.41672 1.23059 8.36137 1.0 0.1 0.2 0.00
H 4.53879 2.40271 7.34369 0.2 0.6 0.3 0.00
H 5.09732 1.09029 6.51386 0.2 -0.3 -0.5 0.00
H 6.41581 2.48662 4.95872 0.2 0.4 -0.2 0.00
H 5.83343 3.97918 5.78586 0.5 -0.1 0.0 0.00
H 3.85654 4.05423 4.75813 -0.1 0.1 -0.3 0.00
H 3.52838 2.35644 4.84437 0.1 -0.2 0.4 0.00
H 4.36945 4.85281 1.89691 -0.3 0.0 -0.2 0.00
H 5.55894 3.99905 0.93601 -0.2 -0.4 0.0 0.01
H 6.15717 4.79906 3.80233 0.6 0.4 0.0 0.00
H 6.22828 6.03391 2.48471 -0.2 -0.1 0.3 0.00
H 7.91343 4.69450 1.17657 -0.5 0.7 -0.2 0.00
H 8.04181 3.54266 2.33982 -0.1 -0.1 0.8 0.00
H 9.55276 5.48293 2.41899 0.9 -0.1 0.8 0.00
H 8.75828 5.11789 4.01737 0.4 0.4 0.1 0.00
H 8.46239 6.58300 3.00292 -1.0 -0.2 0.1 0.00
H 2.52216 1.33955 2.68831 0.0 0.1 0.2 0.00
H 3.08570 1.74870 1.10278 0.2 -0.1 -0.2 0.03
H 1.87955 4.09535 2.59024 0.6 0.3 -0.1 0.00
H 0.83716 2.87192 2.27491 -0.3 -0.3 -0.6 0.00
H 2.64299 3.72966 -0.07106 0.2 0.4 0.4 0.01
H 1.17056 4.66085 0.47553 0.6 0.5 -0.4 0.00
H 0.93203 3.05342 -1.38880 -0.3 -0.8 -0.1 0.00
H -0.27432 2.96603 -0.08970 -0.1 0.3 0.0 0.00
H 0.91784 1.76330 -0.05677 0.4 -0.3 -0.7 0.00
H 6.60758 1.36874 2.75952 0.0 0.4 0.2 0.00
H 5.51668 0.89608 1.56110 -0.5 -0.3 -0.1 0.04
H 4.04467 -0.11495 3.53381 -0.3 0.8 0.6 0.00
H 5.49703 0.12407 4.60210 -0.3 0.6 0.0 0.00
H 5.67396 -1.31719 1.99468 -0.2 0.2 -0.1 0.03
H 4.90295 -2.09477 3.30662 -0.1 0.0 0.3 0.00
H 7.74812 -0.96152 3.16361 0.0 0.2 0.0 0.00
H 7.37543 -2.62392 3.38335 -0.3 -0.1 0.0 0.00
H 7.12581 -1.47196 4.69835 -0.3 -0.1 0.1 0.00
C -8.87975 -5.08594 -1.16432 -0.6 -0.5 0.0 0.00
C -7.59042 -4.98472 -0.38928 -0.2 1.0 0.5 0.00
C -6.74613 -3.80503 -0.91829 0.0 -0.7 -1.0 0.00
C -5.66747 -3.37012 0.00434 1.7 1.1 1.4 0.00
P -4.27119 -2.26737 -0.60055 -0.5 0.2 -2.2 0.00
C -4.96224 -0.81431 -1.57946 -0.5 -1.1 0.9 0.00
C -5.43295 -1.07939 -2.99336 0.8 -0.6 -1.4 0.00
C -6.44821 -0.07737 -3.51222 -0.5 -0.2 -1.9 0.00
C -6.69475 -0.18865 -5.08766 0.8 -0.6 1.6 0.00
C -3.27404 -1.60729 0.80738 -0.6 -1.3 -1.0 0.00
C -3.94080 -0.51886 1.63246 0.0 0.3 1.0 0.00
C -2.97147 0.27853 2.53600 0.8 -0.6 -0.9 0.00
C -1.87045 1.08685 1.77113 -1.7 -0.1 0.5 0.00
C -3.25839 -3.26279 -1.80195 0.8 1.2 0.8 0.00
C -2.55073 -4.46686 -1.20574 -0.4 -1.6 0.3 0.00
C -2.30137 -5.65939 -2.18472 -0.5 0.8 1.2 0.00
C -1.22871 -5.36946 -3.18618 -0.2 -0.7 -1.3 0.00
H -9.45344 -4.16435 -1.26262 0.4 0.4 0.1 0.00
H -9.55127 -5.71110 -0.57583 -0.1 -0.5 -0.5 0.00
H -8.70777 -5.45873 -2.17405 -0.2 -0.3 0.1 0.00
H -7.01149 -5.90812 -0.40537 0.1 0.0 -0.5 0.00
H -7.85609 -4.94462 0.66709 0.1 0.7 0.2 0.00
H -7.28956 -2.93215 -1.28003 -0.6 -0.1 0.4 0.00
H -6.34073 -4.21133 -1.84493 0.4 0.1 -0.2 0.00
H -5.21219 -4.21450 0.52188 0.4 -0.3 -0.3 0.00
H -6.04222 -2.82099 0.86812 -0.5 0.3 0.0 0.00
H -4.27872 0.03475 -1.58293 0.2 -0.1 0.4 0.00
H -5.85525 -0.58975 -0.99617 0.0 0.5 0.3 0.00
H -5.75288 -2.10488 -3.17797 -0.5 -0.1 0.4 0.00
H -4.56682 -1.03046 -3.65331 0.2 0.2 0.0 0.00
H -6.04153 0.92619 -3.38741 -0.3 0.2 0.6 0.00
H -7.42704 -0.24019 -3.06114 0.1 0.5 0.5 0.00
H -7.03556 -1.19266 -5.34046 -0.2 0.0 0.0 0.00
H -5.71569 -0.08462 -5.55533 -0.1 0.3 -0.3 0.00
H -7.42839 0.53868 -5.43534 0.2 0.0 0.0 0.00
H -2.25754 -1.42042 0.46113 -0.1 0.3 -0.2 0.00
H -3.25151 -2.56815 1.32152 0.5 0.1 0.9 0.00
H -4.62422 -1.02765 2.31229 -0.3 0.1 0.0 0.00
H -4.54580 0.19184 1.06945 0.1 -0.1 -0.4 0.00
H -2.49125 -0.41443 3.22686 0.0 -0.2 0.1 0.00
H -3.54395 0.97238 3.15158 0.0 0.0 -0.1 0.00
H -1.12884 1.32967 2.53214 0.2 0.4 -0.5 0.00
H -2.43732 1.94606 1.41263 0.6 0.5 0.0 0.00
H -1.43632 0.65211 0.87077 0.1 -0.4 0.3 0.00
H -2.49904 -2.53189 -2.07995 0.1 0.2 -0.4 0.00
H -3.83387 -3.46482 -2.70534 -0.3 -0.1 0.2 0.00
H -3.16596 -4.86547 -0.39909 -0.2 -0.2 0.2 0.00
H -1.60296 -4.25322 -0.71158 0.1 0.6 -0.2 0.00
H -3.25719 -5.90770 -2.64606 0.0 0.0 -0.3 0.00
H -2.03325 -6.54109 -1.60263 0.0 0.1 0.2 0.00
H -0.36105 -4.84532 -2.78549 -0.1 0.0 0.0 0.00
H -1.63569 -4.87872 -4.07028 0.1 0.7 0.2 0.00
H -0.92740 -6.32309 -3.61965 0.5 -0.1 0.1 0.00
P -1.05100 0.34477 -3.49364 1.1 -0.9 -1.4 0.00
F -1.79097 1.51820 -2.74145 -1.5 0.6 0.3 0.00
F -1.12174 1.12641 -4.94585 0.2 0.3 0.9 0.00
F 0.32250 1.14250 -3.04959 0.1 -0.9 -0.9 0.01
F -0.27476 -0.84916 -4.27408 0.4 0.4 0.8 0.00
F -0.95437 -0.51128 -2.09179 -0.3 0.0 -0.3 0.00
F -2.44793 -0.38602 -3.91061 -0.1 0.3 0.9 0.00
```
Positions in Å, forces in eV/Å.

Summary:
HOMO-LUMO gap (alpha / beta) = 2.18 / 8.35 eV
spin multiplicity = 2
total charge = +3
E = -140816.233 eV
highest occupied orbital energy (alpha / beta) = -7.07 / -13.34 eV

Entry 2:
Computed, not measured: a cluster of 2 separate species, C9H14IN4 in total at a distorted geometry, with ωB97M-V/def2-TZVPD.

Geometry as XYZ:
```
28
Properties=species:S:1:pos:R:3:forces:R:3:lowdin_charge:R:1
C -0.81415 -1.76784 1.36929 -0.8 0.6 1.3 -0.04
C -1.40962 -1.95845 2.54844 -1.3 -0.3 2.5 -0.12
C -1.98253 0.23671 2.79766 0.0 2.9 -0.7 -0.08
C -0.67213 -0.43742 0.87183 0.4 -2.8 -0.3 -0.12
C -1.30743 0.60752 1.55987 0.7 -1.4 0.3 -0.23
C 1.53424 -2.17906 -0.29825 2.1 1.3 -1.8 0.00
C -0.03085 -0.35664 -0.39612 0.3 -0.2 0.8 0.04
C 0.18500 3.25446 -2.12296 2.1 0.3 0.2 -0.73
C 1.24560 -0.98634 -2.36455 0.5 3.4 2.3 0.04
N -1.97702 -0.94425 3.27326 -0.2 -0.3 0.4 0.09
N 0.84759 -1.11822 -1.00008 -2.0 0.0 2.9 -0.12
N -1.15582 1.88193 1.20030 -0.1 0.7 0.8 0.16
N 0.64195 2.66361 -1.11096 0.6 0.6 -0.5 0.00
I 1.17245 4.64740 -3.35407 0.0 -0.1 0.3 0.85
H -0.60734 -2.68930 0.91585 0.8 -0.6 -1.3 0.10
H -1.53813 -2.89294 3.12347 0.3 0.2 -1.1 0.13
H -2.45177 1.14790 3.33860 0.6 -1.8 -0.5 0.15
H 1.49781 -3.03994 -0.85431 -1.5 -2.8 -0.7 0.09
H 2.59442 -2.09590 -0.50614 0.7 1.1 0.2 0.11
H -0.35915 0.51981 -0.82113 -0.2 1.7 -2.3 0.09
H -0.68222 2.96763 -2.56175 -3.0 -0.6 -1.0 -0.01
H 0.82805 -0.03928 -2.69171 0.8 0.3 -0.4 0.11
H 2.28530 -1.11317 -2.20909 1.4 0.5 -1.4 0.10
H 0.83941 -1.69049 -2.93511 -1.5 -3.3 -2.3 0.07
H -1.35652 2.49845 2.00262 0.3 0.2 -1.2 0.13
H -0.38467 2.07372 0.54576 -0.6 0.6 0.5 0.06
H 1.47293 -2.22312 0.72515 -0.8 -0.2 2.1 0.08
H 1.58458 3.03324 -1.04584 0.5 -0.2 1.0 0.04
```
Positions in Å, forces in eV/Å.

Summary:
HOMO-LUMO gap = 7.59 eV
spin multiplicity = 1
total charge = +1
E = -23611.973 eV
highest occupied orbital energy = -11.93 eV